Below is a molecular structure, C4H5N2O2, with properties calculated with ωB97M-V/def2-TZVPD.

Cartesian coordinates (Å):
C 0.34 -1.02 -0.78
C 0.41 1.12 -0.66
C 1.34 0.05 -0.57
C -0.69 0.04 -0.71
N 2.77 0.11 0.07
N -1.96 -0.02 -0.09
O 0.30 -2.19 -0.91
O 0.42 2.33 -0.55
H 3.17 1.00 0.24
H 3.24 -0.84 0.13
H -2.75 0.31 -0.75
H -1.94 0.85 0.57
H -2.11 -0.95 0.44

Output
- E_LUMO (spin up / spin down): -6.12 / -6.12 eV
- Relative energy (zero: lowest compared OMol25 entry of this formula, charge and spin): 2.414 eV
- Highest occupied orbital energy (spin up / spin down): -13.95 / -13.95 eV
- Net charge: +1